Entry 1:
{"formula": "C37H40Br2MnN4OP2S2", "method": "ωB97M-V with the def2-TZVPD basis set", "symbols": ["Mn", "C", "P", "C", "C", "C", "C", "C", "C", "C", "P", "C", "C", "H", "H", "H", "H", "H", "H", "H", "H", "H", "H", "H", "H", "H", "H", "H", "H", "Br", "C", "C", "C", "Br", "C", "C", "C", "C", "N", "C", "C", "O", "H", "H", "H", "H", "C", "C", "C", "C", "C", "C", "C", "C", "S", "C", "N", "C", "C", "C", "C", "C", "C", "C", "C", "H", "H", "H", "H", "H", "H", "H", "H", "H", "H", "H", "H", "H", "H", "H", "H", "N", "C", "N", "S", "H", "H", "H", "H"], "xyz": [[0.83, 0.38, 0.05], [0.19, 3.17, -2.14], [1.40, 2.38, -1.02], [1.93, 3.84, -0.06], [2.78, 2.12, -2.20], [3.32, 3.16, -2.96], [4.31, 2.90, -3.89], [4.76, 1.60, -4.09], [4.23, 0.57, -3.34], [3.24, 0.82, -2.39], [2.49, -0.52, -1.39], [1.89, -1.68, -2.67], [3.97, -1.39, -0.77], [0.63, 4.02, -2.66], [-0.68, 3.51, -1.58], [-0.14, 2.44, -2.88], [2.34, 4.62, -0.70], [2.65, 3.56, 0.70], [1.04, 4.24, 0.45], [2.97, 4.17, -2.83], [4.73, 3.71, -4.48], [5.53, 1.40, -4.82], [4.58, -0.44, -3.50], [2.72, -2.16, -3.18], [1.27, -1.13, -3.38], [1.27, -2.43, -2.19], [4.74, -1.47, -1.55], [3.67, -2.40, -0.48], [4.39, -0.88, 0.10], [-1.83, -1.38, -3.98], [-2.37, -0.01, -2.79], [-3.58, 0.66, -3.02], [-4.02, 1.64, -2.18], [-5.68, 2.49, -2.53], [-3.26, 1.99, -1.04], [-3.62, 2.98, -0.09], [-2.79, 3.23, 0.97], [-1.58, 2.51, 1.08], [-1.22, 1.60, 0.22], [-2.04, 1.32, -0.83], [-1.55, 0.28, -1.71], [-0.44, -0.30, -1.45], [-4.17, 0.39, -3.89], [-4.54, 3.52, -0.21], [-3.04, 3.98, 1.71], [-0.90, 2.69, 1.91], [-5.51, -3.38, 1.05], [-4.35, -2.57, 0.48], [-4.92, -1.38, -0.29], [-3.57, -3.47, -0.49], [-3.41, -2.05, 1.56], [-3.68, -2.19, 2.93], [-2.82, -1.70, 3.90], [-1.67, -1.04, 3.49], [-0.38, -0.36, 4.43], [0.43, 0.09, 2.96], [-0.20, -0.22, 1.87], [-1.39, -0.89, 2.13], [-2.25, -1.40, 1.17], [1.75, 0.70, 2.85], [2.54, 0.98, 3.97], [3.83, 1.43, 3.81], [4.32, 1.59, 2.51], [3.52, 1.32, 1.41], [2.19, 0.87, 1.52], [-6.14, -3.75, 0.24], [-6.14, -2.78, 1.71], [-5.16, -4.25, 1.61], [-5.58, -1.72, -1.09], [-4.12, -0.79, -0.75], [-5.49, -0.72, 0.37], [-4.24, -3.86, -1.26], [-3.12, -4.32, 0.03], [-2.77, -2.93, -1.00], [-4.58, -2.69, 3.26], [-3.05, -1.82, 4.95], [-1.97, -1.30, 0.13], [2.14, 0.83, 4.97], [4.45, 1.65, 4.66], [5.34, 1.93, 2.37], [3.95, 1.48, 0.43], [2.93, -4.52, 1.81], [2.35, -3.30, 1.70], [2.93, -2.32, 2.41], [1.01, -3.05, 0.74], [3.54, -4.73, 2.58], [2.42, -5.29, 1.41], [3.82, -2.45, 2.86], [2.61, -1.37, 2.26]], "mulliken_spin": [1.123, 0.004, -0.019, -0.009, 0.002, 0.000, -0.001, 0.000, 0.002, -0.014, -0.054, 0.000, 0.006, 0.000, -0.001, 0.000, -0.002, -0.001, 0.004, 0.000, 0.000, 0.000, -0.001, 0.000, 0.000, -0.001, 0.002, -0.001, -0.002, 0.000, 0.005, -0.001, 0.005, 0.000, -0.008, 0.003, -0.004, -0.005, -0.022, -0.028, 0.025, 0.025, 0.000, 0.000, -0.001, 0.003, 0.000, 0.000, 0.001, 0.000, -0.005, 0.002, -0.002, 0.000, -0.001, -0.002, 0.079, 0.015, -0.034, -0.042, -0.001, -0.004, -0.002, -0.052, -0.017, 0.000, 0.000, 0.000, 0.000, 0.000, 0.000, 0.000, 0.000, 0.000, 0.000, 0.000, 0.031, -0.001, -0.001, 0.000, -0.002, 0.001, 0.001, -0.002, 0.006, 0.000, 0.000, 0.000, -0.001], "de_lowest_kj_mol": 88.3, "spin_multiplicity": 2, "max_force_ha_per_bohr": 0.0211, "s_squared": 0.96, "homo_lumo_gap_ev": [7.31, 7.00], "homo_ev": [-7.053, -6.723], "lumo_ev": [0.261, 0.275]}

Entry 2:
{"formula": "CHN3O3", "method": "ωB97M-V with the def2-TZVPD basis set", "symbols": ["C", "N", "N", "N", "O", "O", "O", "H"], "xyz": [[-1.17, -0.67, -0.64], [0.73, -0.45, -1.24], [-2.01, 0.07, -0.32], [1.38, -0.12, -0.24], [-3.04, 0.56, -0.03], [0.58, 0.26, 0.86], [2.60, 0.00, -0.19], [0.93, 0.35, 1.80]], "nbo_charge": [0.203, -0.062, 0.115, 0.489, -0.320, -0.578, -0.371, 0.523], "de_lowest_kj_mol": 609.5, "max_force_ha_per_bohr": 0.1183, "homo_lumo_gap_ev": [7.95, 7.95], "homo_ev": [-10.409, -10.409], "lumo_ev": [-2.463, -2.463]}

Entry 3:
{"formula": "C25H55N3O3", "method": "ωB97M-V with the def2-TZVPD basis set", "symbols": ["O", "C", "O", "O", "H", "C", "C", "C", "N", "C", "C", "C", "C", "C", "H", "H", "H", "H", "H", "H", "H", "H", "H", "H", "H", "H", "H", "H", "H", "H", "H", "H", "C", "C", "C", "N", "C", "C", "C", "C", "C", "H", "H", "H", "H", "H", "H", "H", "H", "H", "H", "H", "H", "H", "H", "H", "H", "H", "H", "C", "C", "C", "N", "C", "C", "C", "C", "C", "H", "H", "H", "H", "H", "H", "H", "H", "H", "H", "H", "H", "H", "H", "H", "H", "H", "H"], "xyz": [[2.31, -0.73, 3.57], [1.42, -0.33, 2.60], [0.69, 0.67, 2.94], [1.39, -0.91, 1.49], [2.03, -0.14, 4.29], [-1.97, 0.66, 0.98], [-2.67, 2.01, 0.89], [-2.24, 2.92, 2.04], [-2.92, 4.28, 2.05], [-2.76, 4.95, 0.71], [-2.34, 5.10, 3.21], [-3.10, 4.61, 4.41], [-4.55, 4.41, 3.95], [-4.43, 4.28, 2.43], [-2.36, -0.05, 0.25], [-2.17, 0.16, 1.93], [-0.88, 0.66, 0.97], [-3.75, 1.87, 0.84], [-2.33, 2.54, 0.00], [-1.16, 3.06, 1.99], [-2.43, 2.50, 3.03], [-1.88, 4.51, 0.26], [-2.60, 6.01, 0.87], [-3.63, 4.74, 0.10], [-2.48, 6.15, 2.97], [-1.28, 4.89, 3.32], [-3.05, 5.32, 5.24], [-2.57, 3.74, 4.81], [-5.20, 5.23, 4.20], [-4.85, 3.45, 4.38], [-4.73, 5.26, 2.06], [-4.94, 3.50, 1.87], [0.70, -3.02, -4.12], [0.36, -3.84, -2.85], [-0.73, -3.12, -2.07], [-0.98, -3.82, -0.73], [-1.46, -5.23, -0.87], [0.32, -3.88, 0.13], [-0.23, -3.78, 1.55], [-1.37, -2.81, 1.49], [-1.96, -3.02, 0.12], [1.16, -2.06, -3.86], [-0.15, -2.82, -4.77], [1.49, -3.59, -4.62], [1.25, -3.92, -2.23], [0.11, -4.84, -3.21], [-1.73, -3.22, -2.49], [-0.57, -2.06, -1.88], [-0.70, -5.76, -1.43], [-2.38, -5.25, -1.47], [-1.67, -5.64, 0.11], [0.81, -4.85, 0.10], [0.98, -3.02, -0.01], [-0.40, -4.80, 1.91], [0.49, -3.36, 2.26], [-2.07, -3.08, 2.28], [-1.03, -1.77, 1.51], [-2.90, -3.57, 0.22], [-2.26, -2.12, -0.41], [3.81, -3.07, -1.67], [3.41, -1.66, -2.11], [3.84, -0.61, -1.12], [3.39, 0.83, -1.33], [3.78, 1.57, -0.08], [1.90, 0.79, -1.54], [1.61, 1.00, -3.00], [2.78, 1.84, -3.45], [4.00, 1.42, -2.60], [3.26, -3.46, -0.82], [4.87, -3.05, -1.38], [3.81, -3.78, -2.50], [2.34, -1.70, -2.34], [3.80, -1.44, -3.11], [4.92, -0.58, -0.96], [3.47, -0.90, -0.13], [4.84, 1.49, 0.11], [3.16, 1.16, 0.72], [3.39, 2.58, -0.21], [1.56, 1.61, -0.90], [1.49, -0.07, -1.00], [0.67, 1.54, -3.08], [1.44, 0.10, -3.59], [2.55, 2.90, -3.30], [3.06, 1.68, -4.49], [4.70, 2.21, -2.37], [4.50, 0.56, -3.04]], "mulliken_charge": [-0.539, 0.607, -0.730, -0.531, 0.315, -1.140, -0.092, -1.169, 0.390, -0.886, -0.582, -0.740, -0.483, -0.770, 0.236, 0.488, 0.174, 0.247, 0.391, 0.306, 0.405, 0.359, 0.308, 0.383, 0.454, 0.350, 0.446, 0.360, 0.377, 0.253, 0.469, 0.404, -0.985, -0.332, -0.783, 0.490, -1.152, 0.298, -1.098, 0.841, -0.896, -0.083, 0.430, 0.396, 0.329, 0.404, 0.531, 0.262, 0.400, 0.349, 0.462, 0.437, -0.594, 0.444, 0.418, 0.497, -0.852, 0.214, 0.588, -1.548, 1.122, -1.140, 0.377, -0.940, 0.074, -0.289, -0.658, -0.542, 0.211, 0.485, 0.425, -0.766, 0.411, 0.515, 0.336, 0.355, 0.259, 0.469, 0.474, -0.430, 0.549, -0.174, 0.329, 0.413, 0.355, 0.256], "de_lowest_kj_mol": 79.6, "charge": 2, "max_force_ha_per_bohr": 0.0475, "homo_lumo_gap_ev": 8.23, "homo_ev": -12.409, "lumo_ev": -4.177}

Entry 4:
{"formula": "C5H6LiO2S4", "method": "ωB97M-V with the def2-TZVPD basis set", "symbols": ["Li", "O", "C", "S", "C", "C", "S", "S", "S", "C", "C", "O", "H", "H", "H", "H", "H", "H"], "xyz": [[-0.06, 0.49, 0.20], [4.76, 0.30, 4.68], [3.86, 0.34, 3.86], [2.19, 0.76, 4.22], [1.54, 0.62, 2.59], [2.41, 0.25, 1.63], [2.13, 0.02, -0.09], [4.07, -0.03, 2.15], [-0.18, 1.00, 2.47], [-1.19, -2.41, 0.33], [-2.21, -1.50, -0.31], [-1.93, -0.11, -0.06], [-1.42, -3.45, 0.08], [-1.19, -2.31, 1.41], [-0.18, -2.18, -0.01], [-3.22, -1.72, 0.03], [-2.20, -1.60, -1.40], [-1.94, 0.02, 0.90]], "nbo_charge": [0.809, -0.623, 0.165, 0.299, -0.396, -0.391, -0.565, 0.301, -0.599, -0.657, -0.058, -0.776, 0.203, 0.223, 0.238, 0.157, 0.172, 0.497], "de_lowest_kj_mol": 11.8, "charge": -1, "max_force_ha_per_bohr": 0.0031, "homo_lumo_gap_ev": 5.82, "homo_ev": -3.204, "lumo_ev": 2.619}

Entry 5:
{"formula": "C57H48BF4IrNO2P2S2Se", "method": "ωB97M-V with the def2-TZVPD basis set", "symbols": ["Ir", "O", "S", "C", "C", "C", "C", "C", "C", "C", "C", "C", "C", "P", "C", "C", "C", "C", "C", "C", "C", "C", "C", "C", "C", "C", "C", "C", "C", "C", "C", "C", "C", "C", "C", "C", "C", "C", "P", "C", "C", "C", "C", "C", "C", "C", "C", "C", "C", "C", "C", "C", "C", "H", "H", "H", "H", "H", "H", "H", "H", "H", "H", "H", "H", "H", "H", "H", "H", "H", "H", "H", "H", "H", "H", "H", "H", "H", "H", "H", "H", "H", "H", "H", "H", "H", "H", "H", "H", "F", "B", "F", "F", "F", "O", "S", "C", "C", "C", "C", "H", "H", "H", "H", "H", "H", "H", "H", "Se", "C", "C", "C", "N", "C", "C", "H", "H", "H", "H"], "xyz": [[-0.34, 0.80, 0.15], [-1.95, -1.00, 2.57], [-1.43, -1.35, 1.27], [-0.39, -2.79, 1.74], [-0.91, -4.06, 1.67], [-0.43, -5.12, 2.45], [0.55, -4.86, 3.36], [1.19, -5.72, 4.41], [2.29, -4.83, 5.04], [2.18, -3.52, 4.33], [2.90, -2.36, 4.44], [2.57, -1.30, 3.59], [1.52, -1.33, 2.69], [1.43, 0.17, 1.66], [1.49, 1.57, 2.81], [1.63, 2.84, 2.24], [1.65, 3.96, 3.04], [1.52, 3.84, 4.41], [1.37, 2.59, 4.98], [1.34, 1.45, 4.19], [3.12, 0.07, 0.97], [3.44, -1.08, 0.24], [4.72, -1.25, -0.25], [5.69, -0.29, -0.02], [5.37, 0.86, 0.68], [4.09, 1.04, 1.18], [0.73, -2.51, 2.57], [1.14, -3.58, 3.38], [-2.83, -2.17, 0.43], [-3.76, -2.70, 1.30], [-4.89, -3.40, 0.87], [-5.07, -3.55, -0.48], [-6.16, -4.23, -1.26], [-5.75, -4.06, -2.74], [-4.50, -3.24, -2.70], [-3.72, -2.73, -3.71], [-2.64, -1.92, -3.34], [-2.27, -1.65, -2.04], [-1.02, -0.31, -1.90], [0.18, -0.81, -3.18], [0.48, -2.16, -3.35], [1.42, -2.54, -4.29], [2.05, -1.59, -5.08], [1.76, -0.25, -4.90], [0.85, 0.15, -3.94], [-2.06, 0.99, -2.65], [-2.10, 1.31, -4.00], [-2.98, 2.27, -4.46], [-3.86, 2.89, -3.58], [-3.85, 2.55, -2.24], [-2.95, 1.61, -1.77], [-3.01, -2.23, -0.97], [-4.14, -2.98, -1.37], [-1.74, -4.25, 1.01], [-0.89, -6.10, 2.36], [1.60, -6.63, 3.98], [0.45, -6.01, 5.16], [3.29, -5.26, 4.88], [2.16, -4.70, 6.11], [3.71, -2.26, 5.14], [3.18, -0.41, 3.64], [1.69, 2.93, 1.17], [1.75, 4.94, 2.58], [1.52, 4.72, 5.03], [1.24, 2.49, 6.05], [1.16, 0.49, 4.64], [2.68, -1.83, 0.06], [4.97, -2.15, -0.80], [6.69, -0.43, -0.40], [6.12, 1.62, 0.86], [3.85, 1.93, 1.75], [-3.58, -2.57, 2.36], [-5.58, -3.80, 1.59], [-7.12, -3.75, -1.06], [-6.25, -5.28, -0.98], [-6.52, -3.55, -3.32], [-5.56, -5.02, -3.22], [-3.94, -2.90, -4.75], [-2.07, -1.47, -4.15], [-0.03, -2.90, -2.77], [1.66, -3.58, -4.41], [2.78, -1.89, -5.82], [2.26, 0.50, -5.51], [0.66, 1.20, -3.77], [-1.44, 0.81, -4.71], [-3.00, 2.52, -5.51], [-4.57, 3.62, -3.95], [-4.54, 3.02, -1.56], [-2.93, 1.35, -0.71], [-1.52, 1.71, 2.01], [-2.02, 1.85, 3.41], [-1.41, 0.90, 4.17], [-1.62, 3.10, 3.83], [-3.37, 1.76, 3.32], [-0.63, 3.07, -0.36], [-1.81, 3.99, -0.11], [-1.51, 4.72, 1.53], [-1.20, 6.20, 1.35], [-0.45, 6.30, 0.03], [-1.29, 5.53, -0.97], [-0.67, 4.17, 1.95], [-2.38, 4.54, 2.15], [-0.62, 6.58, 2.19], [-2.13, 6.77, 1.30], [0.52, 5.82, 0.12], [-0.31, 7.34, -0.28], [-0.74, 5.24, -1.87], [-2.20, 6.05, -1.25], [1.73, 2.50, -1.39], [3.30, 1.92, -2.30], [3.55, 0.57, -2.52], [4.67, 0.21, -3.26], [5.51, 1.10, -3.77], [5.27, 2.38, -3.57], [4.19, 2.85, -2.84], [2.89, -0.18, -2.12], [4.90, -0.83, -3.45], [5.98, 3.07, -4.01], [4.03, 3.91, -2.71]], "mulliken_charge": [1.907, -0.810, 1.451, 0.724, -0.024, -1.455, 0.108, -0.620, -0.882, 0.250, -1.059, -0.379, 0.429, 2.190, 0.908, -0.562, -0.658, -0.928, -0.948, -0.969, 1.250, -1.108, -0.650, -0.605, -0.751, -0.502, -1.966, 1.096, -0.596, -0.111, -1.473, 0.402, -0.870, -0.794, 0.209, -1.265, 0.137, 0.050, 1.641, 0.869, -1.271, -0.765, -0.855, -1.004, -0.844, 1.521, -0.466, -0.875, -0.858, -0.431, -1.615, -1.652, 1.194, 0.636, 0.489, 0.311, 0.282, 0.287, 0.313, 0.540, 0.657, 0.302, 0.484, 0.434, 0.418, 0.414, 0.334, 0.510, 0.413, 0.475, 0.454, 0.779, 0.481, 0.322, 0.347, 0.307, 0.303, 0.537, 0.418, 0.491, 0.469, 0.462, 0.449, 0.870, 0.481, 0.497, 0.431, 0.549, 0.455, 0.301, -0.077, -0.291, -0.341, -0.327, -0.484, 0.452, 0.353, -0.921, -0.405, -1.094, -0.929, 0.561, 0.414, 0.355, 0.093, 0.502, 0.401, 0.531, 0.326, 0.653, -0.208, -0.645, -0.636, -0.737, -0.607, 0.328, 0.438, 0.401, 0.481], "charge": 1, "max_force_ha_per_bohr": 0.0285, "homo_lumo_gap_ev": [5.47, 5.47], "homo_ev": [-9.813, -9.802], "lumo_ev": [-4.344, -4.333]}

Entry 6:
{"formula": "H26O13", "method": "ωB97M-V with the def2-TZVPD basis set", "symbols": ["O", "H", "H", "O", "H", "H", "O", "H", "H", "O", "H", "H", "O", "H", "H", "O", "H", "H", "O", "H", "H", "O", "H", "H", "O", "H", "H", "O", "H", "H", "O", "H", "H", "O", "H", "H", "O", "H", "H"], "xyz": [[-1.72, 1.20, -1.48], [-1.10, 1.93, -1.47], [-1.64, 0.84, -2.36], [-2.33, -1.90, 2.57], [-2.83, -1.10, 2.41], [-1.41, -1.64, 2.47], [3.39, 0.54, -0.74], [4.24, 0.90, -0.47], [3.22, 0.95, -1.59], [0.14, 2.10, 2.52], [-0.74, 2.03, 2.89], [0.55, 1.26, 2.71], [2.74, -1.91, -1.35], [1.92, -1.85, -1.86], [2.90, -1.01, -1.06], [0.52, -0.67, 2.96], [1.15, -0.33, 3.60], [0.25, -1.52, 3.32], [0.75, 2.90, 0.10], [0.68, 2.65, 1.02], [1.06, 3.80, 0.11], [-0.32, -3.37, -0.19], [-0.04, -2.47, -0.04], [-1.12, -3.29, -0.72], [-2.65, 0.44, 0.87], [-2.32, 0.70, 0.01], [-3.48, 0.91, 0.97], [1.69, 2.43, -2.41], [1.73, 2.54, -1.46], [2.55, 2.72, -2.72], [-2.59, -2.22, -1.22], [-2.46, -1.67, -0.45], [-3.32, -1.82, -1.69], [0.22, -0.61, 0.16], [-0.07, -0.65, 1.07], [0.68, 0.22, 0.09], [0.01, -1.34, -2.37], [0.08, -1.15, -1.43], [-0.31, -0.53, -2.76]], "mulliken_spin": [0.000, 0.000, 0.000, 0.004, 0.000, 0.000, 0.004, 0.000, 0.001, 0.000, 0.000, 0.000, 0.557, -0.010, -0.016, 0.000, 0.000, 0.000, 0.000, 0.000, 0.000, 0.461, -0.009, -0.008, 0.000, 0.000, 0.000, 0.000, 0.000, 0.000, 0.000, 0.000, 0.000, 0.009, -0.002, 0.003, 0.022, -0.013, -0.001], "de_lowest_kj_mol": 71.5, "charge": 1, "spin_multiplicity": 2, "max_force_ha_per_bohr": 0.0404, "s_squared": 0.76, "homo_lumo_gap_ev": [11.26, 4.19], "homo_ev": [-14.225, -14.012], "lumo_ev": [-2.964, -9.819]}